No. 1
The following is a quantum chemistry calculation of a molecular structure, C4H2CoO2 at a distorted geometry, from the Open Molecules 2025 dataset.

Geometry (Å):
H: 0.978 -2.064 -0.641
C: 0.750 -1.139 -0.104
C: -0.456 -0.795 0.358
O: 1.899 -0.442 0.049
O: 1.783 0.823 0.658
Co: 0.209 1.827 0.373
C: -1.550 0.955 -0.278
C: -1.403 0.038 0.723
H: -2.210 0.797 -1.138

Properties
Molecular weight, g mol⁻¹: 141.0
E_HOMO (spin up / spin down), eV: -7.663 / -7.570
LUMO energy (spin up / spin down), eV: -0.814 / -1.356
Energy relative to the best compared isomer or geometry (same formula, charge and spin), kJ/mol: 201.8
Spin multiplicity: 4
Charge: 0
DFT total energy, Eh: -1686.5013

---

No. 2
The following is a quantum chemistry calculation of C4H2F3NO2 in the gas phase at a distorted geometry, from the Open Molecules 2025 dataset.

Geometry (Å):
C: -0.733 1.205 -0.535
C: -1.750 0.507 0.373
C: 0.126 -0.298 -0.443
C: 1.555 -0.268 0.098
N: -0.972 -0.602 0.454
O: -0.503 2.174 -1.121
O: -2.845 0.791 0.712
F: 2.347 0.296 -0.758
F: 1.686 0.285 1.216
F: 2.012 -1.621 0.276
H: 0.338 -1.021 -1.258
H: -1.260 -1.446 0.984

Properties
Molecular weight, g mol⁻¹: 153.1
E_HOMO, eV: -10.390
LUMO energy, eV: -0.460
Energy relative to the best compared isomer or geometry (same formula, charge and spin), kJ/mol: 0.0
Structure (SMILES): O=C1N[C@H](C(F)(F)F)C1=O
Charge: 0
DFT total energy, Eh: -658.4287

---

No. 3
The following is a quantum chemistry calculation of a molecular structure, C4H2FFeLiO4 at a distorted geometry, from the Open Molecules 2025 dataset.

Geometry (Å):
O: -2.786 -0.203 1.456
C: -3.594 -0.248 2.286
O: -4.432 -0.311 3.084
O: 2.704 -0.279 -0.219
C: 2.390 -0.381 -1.469
C: 1.510 -0.194 0.620
O: 1.081 -0.410 -1.603
C: 0.408 0.046 -0.387
Li: 3.206 0.926 -3.031
H: 1.631 0.630 1.330
H: 1.419 -1.153 1.140
F: 0.276 1.433 -0.583
Fe: -1.456 -0.793 -0.155

Properties
Molecular weight, g mol⁻¹: 195.8
E_HOMO (spin up / spin down), eV: -18.202 / -18.278
LUMO energy (spin up / spin down), eV: -9.112 / -10.351
Spin multiplicity: 5
Charge: +2
DFT total energy, Eh: -1824.9916